Computed, not measured: a molecular structure, C40H84N2O11Si2, with wB97M-V/def2-TZVPD.

CARTESIAN COORDINATES (ANGSTROEM)
C1 4.550733 -3.345751 0.854772
C2 3.301201 -2.463827 1.459425
Si1 2.605029 -1.138064 0.209738
C3 3.541655 0.543270 0.262007
C4 5.140154 0.328199 -0.123097
C5 5.571427 0.953256 -1.574424
C6 5.560408 -0.103751 -2.825183
N1 5.826325 -1.545248 -2.457911
C7 7.224518 -1.781972 -1.940827
C8 5.414126 -2.511113 -3.542408
C9 3.784791 -2.873185 -3.617534
O1 6.195698 -3.066380 -4.469635
O2 0.876641 -1.040779 0.508250
Si2 0.352996 0.589105 0.903279
C10 1.038220 1.287440 2.563968
C11 1.514902 2.855015 2.239585
C12 1.872286 3.718172 3.587355
O3 3.066032 3.262914 4.320071
C13 4.256370 3.187393 3.458236
N2 -1.463879 0.626116 0.822542
C14 -1.883894 0.069523 -0.368376
C15 -1.197599 0.408980 -1.847398
C16 -3.183335 -0.981460 -0.411530
H1 4.456120 -4.494718 1.157193
H2 5.556468 -2.972412 1.366539
H3 4.675786 -3.211956 -0.308298
H4 3.530151 -1.961183 2.500643
H5 2.415596 -3.241956 1.646953
H6 2.824163 -1.690262 -1.151913
H7 3.129685 1.370406 -0.459277
H8 3.543866 0.894818 1.403033
H9 5.767996 0.929182 0.695571
H10 5.406935 -0.799340 0.038092
H11 4.764517 1.791637 -1.839576
H12 6.604257 1.543202 -1.511052
H13 4.490701 -0.051838 -3.344357
H14 6.329508 0.287302 -3.649617
H15 7.154032 -2.400800 -0.927559
H16 7.784782 -0.766505 -1.658078
H17 7.936893 -2.367266 -2.659606
H18 3.231590 -1.852963 -3.346081
H19 3.573251 -3.609456 -2.733154
H20 3.458839 -3.265952 -4.673898
H21 0.833267 1.490291 -0.169371
H22 0.158967 1.388076 3.350894
H23 1.910563 0.638191 3.018223
H24 2.370038 2.837057 1.427778
H25 0.575787 3.379180 1.725198
H26 0.946493 3.705562 4.338275
H27 2.012648 4.856491 3.289351
H28 4.154073 3.856268 2.503412
H29 4.374069 2.069008 3.116954
H30 5.258069 3.481990 4.001129
H31 -0.286201 -0.323043 -2.087739
H32 -2.027076 0.152669 -2.656793
H33 -0.872375 1.536685 -1.953402
H34 -2.859333 -2.091197 -0.636625
H35 -3.836339 -0.623098 -1.327899
H36 -3.864254 -0.897526 0.539253
C17 -1.240004 -4.257350 1.591502
C18 -2.688943 -4.550871 1.875250
O4 -3.542659 -4.463137 0.994255
C19 -3.052781 -4.955871 3.278659
H37 -1.125856 -3.977975 0.538715
H38 -0.900911 -3.424798 2.213083
H39 -0.635920 -5.147316 1.784710
H40 -2.794542 -4.154463 3.975435
H41 -2.529415 -5.877004 3.547091
H42 -4.131504 -5.136114 3.336181
C20 -4.391341 -1.468751 3.957930
C21 -4.139017 -1.794080 5.405889
O5 -3.148995 -2.435987 5.753007
C22 -5.144957 -1.303578 6.412594
H43 -3.584105 -1.885710 3.346410
H44 -5.337662 -1.911490 3.637077
H45 -4.411573 -0.385007 3.818731
H46 -6.124846 -1.738973 6.201198
H47 -5.198812 -0.212403 6.382754
H48 -4.833729 -1.611856 7.416356
C23 -3.488316 -5.066992 8.072581
C24 -3.272828 -6.289362 7.220836
O6 -2.565200 -6.250574 6.215631
C25 -3.956701 -7.560949 7.646684
H49 -2.934451 -4.224541 7.644854
H50 -4.550858 -4.812022 8.094527
H51 -3.119794 -5.249979 9.085001
H52 -5.040103 -7.417175 7.649607
H53 -3.609065 -7.855076 8.640209
H54 -3.711146 -8.359651 6.938717
C26 1.167248 -2.735309 -6.351635
C27 0.636930 -1.543933 -5.599653
O7 1.364222 -0.876341 -4.866136
C28 -0.817688 -1.201097 -5.779960
H55 2.231179 -2.862942 -6.125355
H56 0.633247 -3.637473 -6.042717
H57 1.054999 -2.575953 -7.426946
H58 -1.440167 -2.034833 -5.445528
H59 -1.018420 -0.973397 -6.829871
H60 -1.060012 -0.319202 -5.177482
C29 -0.640470 5.270687 -3.649248
C30 -1.416286 4.743199 -2.471980
O8 -1.801146 3.575732 -2.432190
C31 -1.702928 5.699509 -1.345362
H61 -0.508314 4.470074 -4.384770
H62 -1.189934 6.090257 -4.119229
H63 0.345046 5.611373 -3.322174
H64 -2.299775 6.538160 -1.712619
H65 -0.764698 6.059365 -0.915616
H66 -2.269956 5.181166 -0.564825
C32 -1.388316 7.663757 4.922300
C33 -1.172828 6.441387 4.070556
O9 -0.465200 6.480175 3.065351
C34 -1.856701 5.169800 4.496403
H67 -0.834451 8.506208 4.494574
H68 -2.450858 7.918727 4.944246
H69 -1.019794 7.480770 5.934721
H70 -2.940103 5.313574 4.499327
H71 -1.509065 4.875674 5.489928
H72 -1.611146 4.371098 3.788437
C35 -0.335504 7.854090 -7.442257
C36 -1.665467 7.156107 -7.341716
O10 -1.948100 6.457470 -6.369757
C37 -2.636137 7.346078 -8.476472
H73 0.261764 7.626568 -6.552906
H74 0.203440 7.501328 -8.325200
H75 -0.486376 8.935169 -7.495111
H76 -2.199781 6.970644 -9.405495
H77 -2.889520 8.404593 -8.575454
H78 -3.552779 6.784250 -8.267775
C38 -2.288316 -3.410544 -2.908382
C39 -2.072828 -4.632914 -3.760127
O11 -1.365200 -4.594126 -4.765332
C40 -2.756701 -5.904501 -3.334279
H79 -1.734451 -2.568093 -3.336109
H80 -3.350858 -3.155574 -2.886436
H81 -1.919794 -3.593531 -1.895961
H82 -3.840103 -5.760727 -3.331355
H83 -2.409065 -6.198628 -2.340754
H84 -2.511146 -6.703203 -4.042245

Cartesian forces (eV/Å) of the 2 atoms listed first:
0.86 0.11 0.85
-0.42 -1.07 0.47

## Properties
- gap between HOMO and LUMO (eV) = 8.80
- HOMO energy (eV) = -8.3
- energy (eV) = -84094.2524

Results of the Mulliken charge analysis, in e, for atoms 1 through 99:
1 C -0.716
2 C -0.344
3 Si 0.012
4 C 0.670
5 C -0.107
6 C -0.674
7 C -0.511
8 N 0.560
9 C -0.843
10 C 0.167
11 C -0.168
12 O -0.621
13 O -0.084
14 Si 0.316
15 C -0.296
16 C -0.084
17 C -0.204
18 O -0.429
19 C -0.431
20 N -0.473
21 C 0.387
22 C -0.426
23 C -0.473
24 H 0.331
25 H 0.218
26 H 0.039
27 H 0.377
28 H 0.043
29 H -0.109
30 H 0.332
31 H -0.997
32 H 0.252
33 H 0.017
34 H 0.340
35 H 0.318
36 H 0.122
37 H 0.248
38 H 0.158
39 H 0.260
40 H 0.319
41 H -0.081
42 H 0.196
43 H 0.172
44 H -0.265
45 H 0.468
46 H 0.148
47 H 0.018
48 H 0.210
49 H 0.037
50 H 0.240
51 H 0.250
52 H 0.056
53 H 0.298
54 H 0.045
55 H 0.332
56 H 0.061
57 H -0.197
58 H 0.343
59 H 0.160
60 C -0.650
61 C 0.685
62 O -0.623
63 C -0.929
64 H -0.044
65 H 0.257
66 H 0.463
67 H 0.073
68 H 0.445
69 H 0.323
70 C -0.800
71 C 0.791
72 O -0.544
73 C -1.222
74 H -0.014
75 H 0.369
76 H 0.433
77 H 0.329
78 H 0.363
79 H 0.296
80 C -0.942
81 C 0.809
82 O -0.539
83 C -1.135
84 H 0.176
85 H 0.290
86 H 0.389
87 H 0.319
88 H 0.332
89 H 0.302
90 C -0.948
91 C 0.964
92 O -0.573
93 C -0.983
94 H 0.169
95 H 0.202
96 H 0.406
97 H 0.179
98 H 0.441
99 H 0.164